Entry from the OMol25 dataset: C24H25FN6O4 in the gas phase at a distorted geometry (ωB97M-V/def2-TZVPD).

Properties
**HOMO energy**: -8.22 eV
**Strongest force on any atom**: 1.40 eV Å⁻¹
**Total charge**: 0
**ΔE to the lowest compared entry with this formula, charge and spin**: 18.7 kJ/mol
**HOMO-LUMO gap**: 8.7269 eV
**LUMO**: 0.502 eV
**Structure (SMILES)**: Cn1c(=O)c2c(nc(CN3CCN(C(=O)c4ccco4)CC3)n2Cc2ccc(F)cc2)n(C)c1=O

Each line ends with the Mulliken charge.
Element x y z (Å)
C (0.9638, 5.3646, 2.1669)  -1.1554
N (1.3420, 4.1574, 1.4491)  -0.0667
C (0.4864, 3.7865, 0.4116)  0.1280
O (-0.5080, 4.4386, 0.1449)  -0.6642
C (0.9406, 2.5971, -0.2397)  0.1783
C (2.1090, 1.9541, 0.1326)  1.3189
N (2.3445, 0.9024, -0.6777)  -0.6918
C (1.3368, 0.8772, -1.5353)  0.3787
C (1.2538, -0.1245, -2.6498)  -1.3947
N (0.9940, -1.5084, -2.3197)  0.2804
C (-0.3085, -1.8075, -1.7725)  -0.9998
C (-0.3814, -1.6125, -0.2489)  0.0703
N (0.6108, -2.4517, 0.3754)  0.0354
C (0.4098, -3.5728, 1.1100)  0.6018
O (1.3406, -4.3024, 1.4259)  -0.7370
C (-0.9449, -3.9298, 1.5742)  0.1817
C (-1.2828, -5.1235, 2.1632)  -0.2926
C (-2.6546, -5.0425, 2.4809)  -0.7529
C (-3.0584, -3.8077, 2.0743)  -0.3180
O (-2.0393, -3.1284, 1.5274)  -0.1955
C (1.9518, -2.1472, -0.0904)  -0.5813
C (2.0284, -2.2484, -1.6214)  -0.9216
N (0.4575, 1.8888, -1.3212)  0.2056
C (-0.7776, 2.2155, -1.9985)  -1.6495
C (-1.9291, 1.3728, -1.5051)  0.9344
C (-2.7223, 0.6557, -2.3912)  -0.7518
C (-3.7621, -0.1334, -1.9300)  -0.4438
C (-3.9904, -0.2006, -0.5683)  0.3518
F (-4.9832, -0.9873, -0.1083)  -0.3875
C (-3.2290, 0.5178, 0.3359)  -0.6620
C (-2.2017, 1.3082, -0.1431)  -0.0148
N (2.8743, 2.3864, 1.1677)  -0.0258
C (4.0751, 1.6707, 1.5433)  -1.1291
C (2.5091, 3.5215, 1.8604)  0.7266
O (3.1772, 3.9418, 2.7788)  -0.6860
H (1.0888, 6.2338, 1.5207)  0.3172
H (1.6006, 5.4555, 3.0425)  0.3836
H (-0.0841, 5.2936, 2.4556)  0.3328
H (2.2172, -0.1033, -3.1702)  0.4418
H (0.4762, 0.1873, -3.3525)  0.3420
H (-1.0624, -1.1933, -2.2658)  0.1576
H (-0.5199, -2.8603, -1.9928)  0.3326
H (-1.3803, -1.8442, 0.1048)  0.7235
H (-0.1586, -0.5692, 0.0040)  -0.4046
H (-0.6152, -5.9417, 2.3353)  0.5486
H (-3.2553, -5.7951, 2.9482)  0.4707
H (-4.0087, -3.3116, 2.1096)  0.5128
H (2.6338, -2.8650, 0.3665)  0.5760
H (2.2168, -1.1343, 0.2242)  -0.0183
H (3.0043, -1.8985, -1.9566)  0.4202
H (1.9122, -3.2992, -1.9096)  0.4296
H (-0.6480, 2.0973, -3.0771)  0.4982
H (-0.9839, 3.2680, -1.7760)  0.4742
H (-2.5348, 0.7161, -3.4537)  0.3704
H (-4.3842, -0.6950, -2.6084)  0.4590
H (-3.4443, 0.4556, 1.3905)  0.4486
H (-1.6124, 1.8904, 0.5482)  0.2721
H (3.8358, 0.8680, 2.2432)  0.2961
H (4.7566, 2.3706, 2.0228)  0.3902
H (4.5178, 1.2458, 0.6453)  0.3549

Atomic forces in eV per Å
-0.094 0.247 0.214
-0.169 0.186 0.064
0.114 -0.295 -0.178
-0.157 0.099 -0.009
0.656 -0.255 0.373
-1.195 0.262 -0.680
0.472 0.061 0.171
-0.129 0.328 -0.049
-0.074 -0.211 -0.176
-0.023 0.060 -0.137
-0.146 0.098 0.178
-0.428 0.094 -0.401
0.101 -0.004 0.021
0.294 0.349 -0.108
-0.184 -0.248 0.099
-0.059 -1.228 0.554
0.368 0.680 -0.411
-0.277 0.467 -0.114
-0.261 -0.639 0.326
0.082 0.353 -0.118
0.452 -0.128 -0.004
0.068 -0.035 0.241
0.545 -0.043 0.124
-0.543 0.128 -0.261
0.001 0.000 -0.125
0.008 0.215 0.172
-0.164 -0.112 0.169
0.135 0.076 -0.116
0.027 0.033 -0.008
-0.138 -0.107 -0.038
-0.089 0.002 -0.129
0.094 0.109 0.023
0.267 -0.080 0.164
0.163 -0.199 -0.032
0.172 0.078 0.235
-0.037 -0.004 0.053
-0.077 -0.006 -0.111
0.069 0.047 -0.023
-0.116 0.134 0.004
0.091 0.049 -0.035
0.042 -0.085 0.010
-0.111 0.011 0.049
0.144 0.121 -0.057
-0.079 -0.073 0.031
0.204 -0.109 0.011
-0.188 -0.109 0.092
-0.078 0.151 -0.040
-0.040 0.124 -0.066
-0.037 -0.234 0.005
0.065 -0.044 -0.026
0.099 -0.005 0.061
-0.006 0.035 0.122
0.119 -0.165 -0.146
0.055 -0.020 -0.116
-0.080 -0.082 -0.046
-0.042 -0.028 0.119
0.085 0.051 0.104
0.060 -0.001 -0.015
-0.046 -0.098 -0.066
0.018 -0.001 0.049